Here is a structure of composition C29H44BrMoN6O2PS4Si2 from OMol25. Energies are from ωB97M-V/def2-TZVPD.

Properties
multiplicity = 4
expectation value of S² = 3.789
energy = -184112.837 eV
energy above the lowest of the compared OMol25 structures with the same formula, charge and spin = 1.031 eV
total charge = -1
HOMO-LUMO gap (spin up / spin down) = 5.6 / 6.2 eV
HOMO (spin up / spin down) = -3.506 / -4.348 eV
LUMO (spin up / spin down) = 2.1 / 1.9 eV

Geometry as XYZ:
```
90
Properties=species:S:1:pos:R:3:lowdin_charge:R:1
C 1.600 -3.426 -0.906 -0.30
H -0.990 5.296 3.003 0.02
C -1.644 -0.970 3.743 -0.09
C 2.711 1.918 -0.393 -0.11
C 1.595 0.922 3.805 -0.16
H -1.542 3.830 3.795 0.02
S -1.461 -0.675 -2.392 0.22
S -1.644 0.951 -0.145 0.48
H 0.707 4.064 0.264 0.02
H 0.121 -0.396 -4.661 0.08
C -0.623 -0.043 -5.386 -0.36
C 2.542 -4.246 -2.956 -0.10
N 0.554 -2.828 -1.580 -0.05
Br 5.002 2.641 -1.934 0.74
H 0.100 3.930 3.198 0.02
S -2.537 -4.262 3.065 0.81
H 0.770 1.056 4.497 0.03
C -3.345 0.619 4.313 -0.10
C 0.690 3.960 -3.073 -0.09
H 2.644 -2.020 4.385 0.02
C 2.655 -4.060 -1.609 -0.05
C 0.757 2.640 -3.809 -0.33
H 1.462 -3.059 3.580 0.01
O 0.243 1.566 -3.043 -0.45
Si 1.388 -0.661 2.791 0.42
H 1.201 3.896 -2.121 0.05
C 0.438 -3.105 -2.876 -0.20
C 1.376 -3.809 -3.606 -0.09
C -0.331 4.161 -0.024 -0.18
H -1.950 -1.708 -5.106 0.05
H 3.327 -4.750 -3.507 0.10
H 3.887 0.068 -2.992 0.11
H -3.523 -5.634 1.338 0.03
H -4.578 -5.385 2.745 0.02
H -4.398 -4.095 1.540 0.00
C -1.447 -1.194 -5.922 -0.09
H 2.514 0.894 4.379 0.02
C -3.887 -4.904 2.058 -0.45
C 1.621 -2.080 4.025 -0.18
C 2.912 -0.744 1.663 -0.16
S -2.416 -2.499 0.595 0.56
C -2.691 -0.576 4.557 -0.10
H -3.479 2.313 3.016 0.08
C 3.537 1.545 -1.447 -0.68
C 2.187 -0.370 -1.771 -0.11
C 1.433 -3.480 0.479 -0.13
C 3.279 0.382 -2.154 -0.09
H 2.016 -4.138 1.118 0.12
H -3.133 5.290 0.678 0.02
C -1.196 -0.174 2.693 -0.37
Si -1.480 3.549 1.319 0.40
H 3.686 -1.283 2.195 0.03
H 0.985 1.326 0.752 0.07
H -3.602 3.720 0.045 0.03
Mo -0.418 -1.207 -0.126 1.08
N 0.339 -2.872 0.943 -0.27
N 1.398 -0.054 -0.729 -0.07
H 0.972 -1.996 4.886 0.02
H 1.160 4.740 -3.667 0.08
H -3.011 -1.222 5.359 0.09
H 1.627 1.796 3.161 0.01
H 2.747 -1.261 0.720 0.00
H 2.886 2.819 0.172 0.11
H 1.937 -1.265 -2.324 0.09
H -4.183 0.924 4.926 0.09
N -1.416 1.810 1.364 -0.50
C -3.195 4.230 0.912 -0.17
H -0.436 -2.698 -3.364 0.03
H -3.900 4.112 1.726 0.01
H 1.796 2.377 -4.037 0.11
C 1.649 1.095 -0.068 -0.18
H 3.507 -4.424 -1.056 0.11
H -0.808 -1.903 -6.446 0.07
H 1.211 -3.985 -4.657 0.09
H -1.171 -1.921 3.909 0.06
H -2.200 -0.831 -6.616 0.07
O -1.470 0.916 -4.776 -0.44
P -1.390 1.278 -3.173 0.56
N -0.093 -0.519 1.894 -0.24
H -0.344 4.246 -2.880 0.07
C -1.593 -3.438 1.810 -1.09
C -0.927 4.213 2.988 -0.16
H 3.300 0.247 1.438 0.02
N -0.327 -3.573 1.926 -0.07
H -0.483 3.580 -0.929 -0.02
C -2.947 1.405 3.244 -0.05
H 0.220 2.706 -4.762 0.10
H -0.092 0.470 -6.199 0.11
C -1.871 1.039 2.453 -0.34
H -0.519 5.203 -0.248 0.04
```

Here is a structure of composition C28H25F5NOSTi from OMol25. Energies are from ωB97M-V/def2-TZVPD.

Properties
multiplicity = 3
expectation value of S² = 2.008
energy = -80517.001 eV
energy above the lowest of the compared OMol25 structures with the same formula, charge and spin = 0.000 eV
total charge = -1
HOMO-LUMO gap (spin up / spin down) = 4.8 / 6.4 eV
HOMO (spin up / spin down) = -2.278 / -3.891 eV
LUMO (spin up / spin down) = 2.5 / 2.5 eV

Geometry as XYZ:
```
62
Properties=species:S:1:pos:R:3:lowdin_charge:R:1
C 2.148 2.695 -3.908 -0.04
H -3.977 -2.113 -3.048 0.08
C -1.205 3.521 5.141 -0.15
C 3.505 0.900 -4.789 -0.10
C -0.829 1.905 3.331 -0.49
C -3.445 -2.136 -2.086 -0.07
C -2.143 -1.160 0.487 -0.15
C 1.617 1.235 -0.012 -0.24
H 2.850 -0.617 2.525 0.10
H -0.347 -1.448 -3.398 0.08
C -0.622 2.651 6.059 -0.16
H 0.333 -2.691 -1.147 0.10
H -1.905 1.420 -5.084 0.14
F 0.546 0.622 6.506 0.08
H -1.878 -1.920 -4.193 0.08
S -1.060 1.547 1.629 0.73
H -3.330 0.520 -1.783 0.12
H 0.543 -2.899 1.558 0.10
C -0.089 1.435 5.618 -0.14
C 1.991 1.132 1.370 -0.24
C -2.685 0.144 -2.598 -0.03
C 1.092 0.791 -4.973 -0.06
H 4.280 2.604 -3.734 0.10
H 1.963 1.922 2.118 0.10
H -3.108 -0.676 0.583 0.10
C 1.984 0.019 -0.666 -0.17
C -1.310 3.142 3.812 -0.24
C -2.155 -1.311 -2.141 -0.46
H -4.150 -1.803 -1.320 0.08
F 0.389 -0.114 3.886 0.02
H 0.159 0.256 -5.234 0.10
C 0.997 2.073 -4.429 -0.22
C -1.395 -1.757 1.558 -0.23
H -0.418 3.270 -3.371 0.11
H 2.905 -1.876 0.120 0.10
H 2.021 3.614 -3.333 0.12
C -0.189 1.082 4.283 -0.19
C -1.314 -1.939 -3.252 -0.06
C -0.358 2.705 -4.312 -0.14
H -3.232 -3.185 -1.888 0.09
C -1.466 -1.409 -0.761 -0.20
C -2.025 1.484 -3.030 -0.41
C 3.391 2.109 -4.116 -0.10
H 2.389 -0.794 -5.594 0.09
H 4.473 0.472 -5.017 0.09
H -1.681 -1.765 2.616 0.10
Ti 0.341 -0.296 1.021 0.49
H -0.567 3.476 -5.086 0.13
H 2.010 -0.109 -1.762 0.11
H -3.314 -0.054 -3.482 0.11
F -1.649 4.737 5.532 0.09
H -1.155 -2.988 -3.000 0.08
F -1.872 4.001 2.916 0.04
H 1.163 2.089 -0.498 0.09
O -2.179 2.473 -2.303 0.05
C 2.496 -0.886 0.312 -0.19
C -0.243 -2.401 0.994 -0.24
C -0.282 -2.167 -0.428 -0.14
C 2.505 -0.209 1.573 -0.21
F -0.549 2.989 7.357 0.09
N -1.352 1.603 -4.249 0.02
C 2.345 0.199 -5.162 -0.08
```

Here is the ion C22H38NO3 with charge +1 from OMol25. Energies are from ωB97M-V/def2-TZVPD.

Properties
structure (SMILES) = COCCCCCCCC[N@H+](CC=O)COc1cc(C)ccc1C(C)C
energy = -31055.429 eV
total charge = +1
HOMO-LUMO gap = 8.3 eV
HOMO = -11.419 eV
LUMO = -3.1 eV

Geometry as XYZ:
```
64
Properties=species:S:1:pos:R:3:lowdin_charge:R:1
H -1.805 -1.419 -2.011 0.17
C 1.724 0.957 -1.794 -0.16
C -5.831 -0.550 0.822 -0.03
H 3.659 1.427 2.715 0.12
C -3.830 0.816 0.639 -0.14
H 3.296 3.682 -0.431 0.12
H 0.832 -1.916 -3.001 0.15
H 4.204 -0.132 0.176 0.11
N 0.099 -0.903 -1.289 -0.05
H 2.189 0.405 -0.976 0.07
C -5.201 -1.634 0.233 -0.26
H 2.294 2.963 1.578 0.12
C -1.352 -1.203 -1.040 -0.16
C -3.178 2.161 0.823 -0.36
H 2.670 -1.683 -0.884 0.11
H -5.507 -3.482 -0.813 0.08
H -6.969 -2.797 -0.093 0.08
H 1.792 1.456 0.876 0.09
C 3.802 -0.083 1.191 -0.20
H -5.766 -3.577 0.916 0.09
H -2.405 2.498 -1.179 0.06
C 0.719 -2.109 -1.939 -0.04
H 0.221 0.123 -3.106 0.14
H 5.515 -2.599 0.382 0.09
H 4.219 -3.796 0.494 0.07
H -5.676 1.468 1.475 0.12
C 4.623 -1.016 2.066 -0.23
H 0.071 -2.970 -1.811 0.14
O 2.456 -3.605 -1.414 0.12
H -6.861 -0.644 1.130 0.12
H -2.848 3.960 -0.314 0.09
C -3.137 2.927 -0.497 -0.05
H 5.551 -3.849 1.640 0.09
O -1.904 -0.105 -0.424 -0.02
C -1.798 2.136 1.494 -0.05
C 4.906 -3.183 1.071 -0.10
H 4.531 -0.730 3.112 0.13
O 4.159 -2.349 1.941 -0.19
C 2.066 -2.480 -1.349 -0.20
H -1.034 2.463 0.802 0.05
H -3.402 -2.318 -0.657 0.11
H 0.550 -0.803 -0.375 0.18
H 2.787 -0.487 1.195 0.10
H -3.836 2.718 1.485 0.13
H -0.466 1.053 -1.793 0.12
H -4.113 2.940 -0.973 0.09
H 5.680 -0.970 1.807 0.13
H 2.352 0.786 -2.664 0.13
H -1.391 -2.103 -0.427 0.15
H 1.915 3.058 -2.294 0.12
H 3.814 2.062 -0.823 0.11
C 1.792 2.442 -1.409 -0.18
C -5.903 -2.944 0.042 -0.04
H 0.866 2.713 -0.909 0.10
H 4.726 1.848 1.401 0.12
C 2.971 2.647 -0.448 -0.19
H -1.781 2.813 2.342 0.08
C -3.216 -0.280 0.038 -0.17
H -1.547 1.149 1.871 0.08
C 2.635 2.137 0.959 -0.20
C 3.773 1.375 1.633 -0.19
C -5.155 0.642 1.013 0.00
C -3.878 -1.480 -0.169 0.02
C 0.332 0.372 -2.056 -0.07
```

Here is a structure of composition C6H9N from OMol25. Energies are from ωB97M-V/def2-TZVPD.

Properties
energy = -7855.033 eV
energy above the lowest of the compared OMol25 structures with the same formula, charge and spin = 3.127 eV
total charge = 0
HOMO-LUMO gap = 9.7 eV
HOMO = -8.538 eV
LUMO = 1.2 eV

Geometry as XYZ:
```
16
Properties=species:S:1:pos:R:3:lowdin_charge:R:1
H -2.107 -1.620 1.229 0.10
N 0.626 -0.586 -0.054 -0.13
C 1.974 -0.051 -0.013 -0.12
H -0.037 -0.031 2.032 0.13
C -1.560 -0.810 -0.734 -0.04
H -0.071 0.336 -2.000 0.13
C -0.351 -0.070 0.987 -0.25
H 2.490 -0.553 0.816 0.08
H -2.133 -1.336 -1.490 0.10
H -1.384 1.844 0.169 0.11
H 2.082 1.059 0.110 0.08
H 2.454 -0.348 -0.953 0.08
C -0.499 1.202 0.115 -0.08
C -1.550 -0.939 0.593 -0.04
C -0.364 0.111 -0.973 -0.25
H 0.430 1.792 0.165 0.08
```

Here is a cluster of 2 separate species, C2H3BrN2S in total from OMol25. Energies are from ωB97M-V/def2-TZVPD.

Properties
energy = -85977.086 eV
energy above the lowest of the compared OMol25 structures with the same formula, charge and spin = 2.904 eV
total charge = 0
HOMO-LUMO gap = 8.7 eV
HOMO = -8.452 eV
LUMO = 0.3 eV

Geometry as XYZ:
```
9
Properties=species:S:1:pos:R:3:lowdin_charge:R:1
N 0.243 0.310 -1.098 -0.37
H 0.925 0.049 -1.781 0.06
H -0.049 2.026 0.698 0.18
N -0.083 -0.396 1.170 -0.03
H -1.919 -1.408 0.838 0.07
C 0.531 0.507 0.240 -0.95
Br 2.460 0.561 0.602 0.62
S -1.084 -0.722 -1.172 0.95
C -1.025 -0.927 0.503 -0.52
```

Here is an isolated molecule of C6H8S from OMol25. Energies are from ωB97M-V/def2-TZVPD.

Properties
structure (SMILES) = C1[C@@H]2C[C@@H]3S[C@@H]3[C@@H]12
energy = -17181.562 eV
energy above the lowest of the compared OMol25 structures with the same formula, charge and spin = 4.909 eV
total charge = 0
HOMO-LUMO gap = 9.4 eV
HOMO = -8.482 eV
LUMO = 0.9 eV

Geometry as XYZ:
```
15
Properties=species:S:1:pos:R:3:lowdin_charge:R:1
C -1.812 -0.765 -0.194 -0.04
H -2.333 -1.345 0.621 0.12
H 0.490 1.192 -1.503 0.09
S 2.528 -0.545 -0.355 0.79
H 0.140 -1.013 -1.490 0.14
C -0.280 -0.826 -0.450 -0.30
C 0.879 -0.823 0.571 -0.43
H -0.794 0.357 1.276 0.18
H 0.211 2.440 -0.200 0.13
H 1.762 1.259 1.252 0.10
C 0.190 1.279 -0.472 -0.19
H 0.871 -1.361 1.573 0.13
H -2.344 -0.948 -1.082 0.07
C -0.928 0.432 0.065 -0.24
C 1.419 0.667 0.388 -0.55
```

Here is a structure of composition C7H10 from OMol25. Energies are from ωB97M-V/def2-TZVPD.

Properties
energy = -7416.847 eV
energy above the lowest of the compared OMol25 structures with the same formula, charge and spin = 4.188 eV
total charge = 0
HOMO-LUMO gap = 8.3 eV
HOMO = -7.980 eV
LUMO = 0.3 eV

Geometry as XYZ:
```
17
Properties=species:S:1:pos:R:3:lowdin_charge:R:1
C -1.074 1.298 -0.427 -0.14
C 1.123 -0.584 0.651 -0.20
H 1.803 0.693 -0.978 0.08
H 1.052 -1.484 0.024 0.12
H -2.321 -0.683 1.035 0.12
H 1.457 -0.915 1.641 0.13
H -2.496 -0.077 -1.400 0.10
C 2.098 0.424 0.043 -0.10
H 3.106 0.005 0.000 0.07
C -0.451 1.343 0.792 -0.01
C -1.514 -0.105 -0.924 -0.17
H -0.815 -0.592 -1.626 0.11
C -0.251 -0.024 0.818 -0.26
H 2.100 1.351 0.621 0.07
H -1.180 2.156 -1.090 0.08
H -1.211 -1.939 0.383 0.11
C -1.426 -0.868 0.436 -0.11
```

Here is an isolated molecule of C21H29NO5 from OMol25. Energies are from ωB97M-V/def2-TZVPD.

Properties
structure (SMILES) = CCCCC1=CC2=CC(=O)[C@](C)(OC(=O)CC)C(=O)C2=CN1CCCCO
energy = -33957.113 eV
energy above the lowest of the compared OMol25 structures with the same formula, charge and spin = 19.976 eV
total charge = 0
HOMO-LUMO gap = 7.1 eV
HOMO = -7.160 eV
LUMO = 0.0 eV

Geometry as XYZ:
```
56
Properties=species:S:1:pos:R:3:lowdin_charge:R:1
H -0.741 -2.838 -0.469 0.10
C 2.095 0.797 -0.988 -0.22
C 3.870 -0.503 -2.339 0.07
C 0.642 -1.339 -0.689 -0.13
H -4.812 -3.273 0.424 0.07
H -6.053 3.056 0.763 0.11
H -5.075 -2.585 2.987 0.11
H -0.246 1.855 -1.282 0.22
H -1.864 2.828 0.179 0.16
C 3.335 -0.359 -1.026 -0.17
O -5.623 1.387 -0.558 -0.21
C -1.832 -1.233 -0.579 -0.14
C -4.021 3.048 0.294 -0.19
H 4.724 2.128 2.581 0.05
O 3.986 -2.049 0.078 0.10
C 0.712 0.000 -0.798 -0.14
H -3.733 -1.256 -1.511 0.18
H -3.085 -2.181 1.287 0.14
C 5.489 0.377 2.898 -0.09
C -2.600 1.291 -1.109 -0.09
H -3.681 0.708 -1.024 0.12
O 2.602 0.891 1.510 0.01
C -4.973 -2.278 0.723 -0.18
N -1.638 0.192 -0.901 -0.01
H -4.265 3.329 -0.637 0.08
H -5.082 1.496 1.628 0.11
H 4.783 -1.009 -2.234 0.10
O 4.297 0.545 0.125 0.17
H 5.881 -0.496 1.993 0.18
C -2.872 2.165 0.363 -0.13
C -3.609 -1.485 0.654 -0.20
H 4.854 -0.296 3.355 0.07
H -5.740 -1.814 -0.111 0.14
C -5.334 2.225 0.837 -0.05
H -2.620 1.813 -2.018 0.10
C -5.752 -2.089 2.164 -0.07
H 1.821 -3.289 0.051 0.16
C -3.163 -1.814 -0.644 -0.18
C 5.061 1.385 2.057 -0.20
H 4.125 0.602 -2.934 0.21
H -3.131 -2.725 -0.861 0.06
O 2.172 1.882 -1.379 0.16
H 3.224 -0.718 -2.898 -0.02
H 5.794 1.829 1.287 0.16
H -3.838 3.710 1.019 0.07
H 6.365 0.725 3.174 0.03
C 1.836 -2.163 -0.316 0.10
C -0.321 0.598 -1.029 -0.05
H -3.847 -0.552 0.885 0.06
C 3.846 0.944 1.071 -0.58
H -6.370 0.827 -0.076 0.11
C 3.055 -1.373 -0.258 -0.53
H -2.746 1.417 0.974 0.03
H -6.730 -2.485 2.302 0.04
H -5.885 -1.117 2.398 -0.01
C -0.663 -1.855 -0.680 0.02
```

F_max list, top to bottom, in eV Å⁻¹: 0.81; 2.89; 0.49; 0.75; 4.77; 5.16; 0.49; 17.11